{"formula": "C5H13N2O", "method": "ωB97M-V with the def2-TZVPD basis set", "species": ["N", "C", "C", "C", "C", "N", "C", "O", "H", "H", "H", "H", "H", "H", "H", "H", "H", "H", "H", "H", "H"], "positions_angstrom": [[2.75, 2.52, -0.70], [1.90, 1.75, 0.08], [0.64, 1.44, -0.22], [-0.15, 0.52, 0.66], [-0.39, -0.84, -0.03], [-0.45, -2.02, 0.96], [-1.78, -0.87, -0.66], [-1.96, -2.15, -1.22], [2.30, 3.27, -1.21], [3.58, 2.84, -0.27], [2.41, 1.46, 1.00], [0.18, 1.83, -1.11], [0.33, 0.35, 1.63], [-1.11, 0.95, 0.97], [0.47, -0.99, -0.68], [0.38, -2.24, 1.50], [-0.70, -2.82, 0.37], [-1.21, -1.81, 1.62], [-1.80, -0.09, -1.42], [-2.54, -0.66, 0.10], [-2.86, -2.42, -1.37]], "e_lumo_ev": -3.3, "charge": 1, "smiles": "N/C=C/C[C@@H]([NH3+])CO"}

=====

{"formula": "C4H8NO3", "method": "ωB97M-V with the def2-TZVPD basis set", "species": ["O", "C", "O", "C", "C", "C", "O", "N", "H", "H", "H", "H", "H", "H", "H", "H"], "positions_angstrom": [[0.44, -2.11, -1.73], [0.54, -1.72, -0.58], [0.92, -2.71, 0.34], [0.04, -0.46, 0.16], [0.45, 0.95, -0.60], [-0.01, 1.91, 0.42], [-1.26, 1.77, 0.93], [-1.38, -0.65, 0.36], [1.16, -3.51, -0.18], [0.51, -0.30, 1.20], [1.51, 1.00, -0.67], [-0.13, 1.08, -1.45], [-0.10, 2.94, -0.09], [0.74, 2.06, 1.10], [-1.55, 0.81, 1.19], [-1.84, -1.08, -0.38]], "e_lumo_ev": 3.7, "charge": -1}

=====

{"formula": "C48H139N7O27Sn", "method": "ωB97M-V with the def2-TZVPD basis set", "species": ["N", "H", "H", "H", "H", "Sn", "C", "C", "O", "H", "H", "H", "H", "H", "C", "C", "O", "H", "H", "H", "H", "H", "C", "C", "O", "H", "H", "H", "H", "H", "C", "C", "O", "O", "H", "H", "H", "H", "H", "H", "C", "C", "O", "O", "H", "H", "H", "H", "H", "H", "C", "C", "O", "O", "H", "H", "H", "H", "H", "H", "C", "C", "O", "O", "H", "H", "H", "H", "H", "H", "C", "C", "O", "O", "H", "H", "H", "H", "H", "H", "C", "C", "O", "O", "H", "H", "H", "H", "H", "H", "C", "C", "O", "O", "H", "H", "H", "H", "H", "H", "C", "C", "O", "O", "H", "H", "H", "H", "H", "H", "C", "C", "O", "O", "H", "H", "H", "H", "H", "H", "C", "C", "C", "O", "C", "N", "H", "H", "H", "H", "H", "H", "H", "H", "H", "H", "H", "C", "C", "C", "O", "C", "N", "H", "H", "H", "H", "H", "H", "H", "H", "H", "H", "H", "C", "C", "C", "O", "C", "N", "H", "H", "H", "H", "H", "H", "H", "H", "H", "H", "H", "C", "C", "C", "O", "C", "N", "H", "H", "H", "H", "H", "H", "H", "H", "H", "H", "H", "C", "C", "C", "O", "C", "N", "H", "H", "H", "H", "H", "H", "H", "H", "H", "H", "H", "C", "C", "C", "O", "C", "N", "H", "H", "H", "H", "H", "H", "H", "H", "H", "H", "H"], "positions_angstrom": [[19.29, -24.38, -2.54], [19.63, -25.21, -3.00], [18.86, -23.77, -4.66], [19.95, -24.13, -1.87], [18.39, -24.49, -2.05], [22.07, -23.55, -5.03], [25.84, -21.62, -5.82], [24.40, -21.94, -6.27], [23.95, -23.17, -5.76], [26.07, -20.65, -6.15], [26.56, -22.30, -6.32], [25.93, -21.57, -4.76], [24.31, -21.94, -7.36], [23.81, -21.04, -5.95], [19.45, -21.15, -4.23], [18.24, -21.88, -4.72], [18.62, -23.14, -5.35], [20.19, -21.23, -4.98], [19.94, -21.52, -3.30], [19.35, -20.10, -3.99], [17.67, -21.32, -5.47], [17.59, -22.04, -3.90], [24.72, -26.36, -2.90], [24.14, -24.98, -3.20], [22.93, -25.13, -3.99], [25.23, -26.84, -3.72], [23.96, -27.02, -2.40], [25.43, -26.17, -2.12], [24.76, -24.26, -3.70], [23.82, -24.46, -2.27], [19.41, -27.73, -0.18], [18.31, -28.39, -1.07], [17.31, -29.23, -0.42], [18.94, -26.71, 0.70], [20.08, -27.30, -0.92], [19.97, -28.52, 0.37], [18.84, -29.05, -1.72], [17.79, -27.55, -1.43], [17.00, -28.76, 0.39], [18.30, -27.13, 1.32], [17.21, -28.85, 3.55], [16.35, -30.07, 3.52], [15.04, -29.75, 3.98], [16.94, -27.87, 2.46], [18.27, -29.16, 3.24], [17.23, -28.42, 4.55], [16.88, -30.73, 4.25], [16.41, -30.59, 2.57], [14.42, -30.40, 3.65], [16.15, -27.47, 2.77], [20.61, -27.67, -4.06], [21.74, -28.43, -4.60], [22.68, -27.61, -5.33], [21.00, -26.70, -3.13], [19.87, -28.33, -3.58], [20.08, -27.21, -4.96], [21.42, -29.16, -5.34], [22.40, -28.96, -3.89], [22.96, -26.89, -4.79], [21.86, -26.12, -3.42], [15.04, -18.18, -5.60], [15.87, -17.02, -6.02], [17.04, -16.73, -5.15], [15.78, -19.35, -5.68], [14.11, -18.12, -6.25], [14.67, -18.07, -4.54], [15.25, -16.10, -6.20], [16.22, -17.20, -7.01], [17.85, -16.76, -5.69], [15.43, -20.04, -5.13], [19.47, -15.71, -2.57], [18.26, -16.41, -2.01], [18.07, -17.67, -2.64], [19.63, -14.47, -1.98], [19.32, -15.57, -3.64], [20.33, -16.39, -2.29], [17.43, -15.80, -2.19], [18.47, -16.45, -0.95], [17.38, -17.56, -3.33], [19.35, -14.51, -1.06], [14.50, -20.32, 0.00], [13.05, -20.62, -0.29], [12.86, -21.23, -1.59], [14.66, -20.05, 1.37], [14.87, -19.48, -0.60], [15.05, -21.23, -0.28], [12.42, -19.70, -0.19], [12.69, -21.28, 0.43], [13.32, -22.13, -1.47], [14.33, -19.16, 1.65], [19.37, -18.33, -6.89], [19.83, -18.89, -8.25], [18.73, -19.16, -9.15], [19.14, -16.92, -6.89], [20.23, -18.57, -6.23], [18.54, -18.96, -6.56], [20.36, -19.78, -8.00], [20.54, -18.29, -8.80], [18.09, -19.78, -8.71], [18.93, -16.59, -7.74], [19.65, -19.19, -0.13], [18.41, -20.00, 0.40], [18.65, -21.34, 0.54], [19.99, -19.56, -1.44], [20.50, -19.48, 0.50], [19.44, -18.09, -0.05], [17.58, -19.71, -0.31], [18.14, -19.58, 1.38], [18.74, -21.84, -0.27], [19.43, -19.04, -2.05], [15.41, -23.41, -2.74], [14.76, -22.78, -3.94], [14.56, -21.37, -3.65], [14.53, -23.53, -1.65], [16.34, -22.87, -2.44], [15.84, -24.37, -3.07], [13.74, -23.28, -4.21], [15.37, -22.82, -4.82], [13.85, -21.12, -2.98], [15.10, -23.90, -0.96], [14.63, -23.67, 1.94], [15.51, -24.80, 1.54], [14.90, -25.96, 0.78], [14.26, -26.79, 1.74], [13.46, -27.89, 1.31], [16.45, -24.23, 0.59], [13.67, -24.01, 2.44], [14.30, -23.05, 1.01], [15.18, -22.97, 2.47], [16.00, -25.25, 2.47], [15.69, -26.49, 0.35], [14.27, -25.65, -0.05], [12.44, -27.51, 1.02], [13.26, -28.63, 2.12], [13.95, -28.42, 0.47], [16.66, -23.27, 0.90], [17.36, -24.67, 0.54], [15.30, -16.80, 4.13], [14.61, -16.01, 3.02], [13.20, -16.52, 2.78], [13.21, -17.91, 2.56], [12.22, -18.57, 3.39], [14.48, -14.60, 3.44], [15.22, -17.91, 4.13], [14.80, -16.48, 5.08], [16.36, -16.67, 4.19], [15.23, -16.05, 2.08], [12.78, -16.00, 1.90], [12.64, -16.38, 3.70], [11.28, -18.09, 3.15], [12.45, -18.54, 4.47], [12.16, -19.57, 2.98], [13.72, -14.14, 2.94], [15.36, -14.04, 3.41], [17.00, -26.57, -6.62], [16.18, -27.69, -6.12], [14.72, -27.37, -6.18], [14.49, -26.11, -5.56], [14.15, -26.35, -4.19], [16.41, -28.94, -6.92], [17.11, -25.77, -5.92], [16.61, -26.11, -7.52], [17.98, -26.93, -6.85], [16.49, -27.88, -5.12], [14.26, -28.17, -5.56], [14.50, -27.30, -7.27], [14.01, -25.39, -3.66], [15.04, -26.82, -3.67], [13.22, -26.98, -3.92], [15.89, -29.72, -6.62], [16.14, -28.69, -7.88], [13.57, -20.22, -8.39], [14.82, -19.86, -9.22], [15.60, -20.99, -9.74], [16.32, -21.51, -8.67], [17.26, -22.50, -8.98], [14.42, -18.95, -10.31], [13.20, -19.29, -7.92], [13.81, -20.85, -7.49], [12.76, -20.75, -8.94], [15.52, -19.41, -8.55], [16.35, -20.61, -10.48], [15.10, -21.70, -10.40], [18.13, -22.20, -9.50], [16.80, -23.33, -9.61], [17.64, -22.91, -8.06], [13.59, -18.42, -10.02], [15.19, -18.32, -10.56], [23.05, -20.85, -0.14], [22.87, -20.88, -1.76], [23.81, -19.93, -2.35], [25.11, -20.31, -1.94], [26.05, -19.47, -2.47], [23.16, -22.34, -2.12], [22.10, -21.24, 0.17], [23.25, -19.90, 0.32], [23.85, -21.56, 0.06], [21.94, -20.70, -2.13], [23.57, -18.91, -2.10], [23.81, -19.93, -3.45], [26.10, -19.45, -3.57], [27.06, -19.75, -2.14], [25.84, -18.40, -2.11], [23.17, -22.39, -3.13], [24.23, -22.40, -2.01], [20.84, -23.21, -8.14], [20.70, -24.69, -7.77], [20.72, -25.61, -8.96], [19.48, -25.48, -9.55], [18.76, -26.66, -9.97], [21.77, -25.07, -6.79], [20.20, -22.54, -7.59], [20.53, -23.05, -9.15], [21.94, -22.86, -8.07], [19.74, -24.96, -7.37], [20.93, -26.65, -8.60], [21.62, -25.46, -9.66], [17.81, -26.82, -9.37], [19.37, -27.49, -9.72], [18.52, -26.48, -10.99], [21.69, -26.03, -6.46], [22.66, -24.95, -7.19]], "e_lumo_ev": 0.5}

=====

{"formula": "C19H26N2O5S", "method": "ωB97M-V with the def2-TZVPD basis set", "species": ["C", "C", "C", "C", "C", "C", "C", "S", "O", "O", "C", "C", "C", "O", "N", "C", "C", "C", "C", "C", "C", "C", "O", "C", "C", "O", "N", "H", "H", "H", "H", "H", "H", "H", "H", "H", "H", "H", "H", "H", "H", "H", "H", "H", "H", "H", "H", "H", "H", "H", "H", "H", "H"], "positions_angstrom": [[-4.03, 0.21, -1.98], [-3.10, 0.80, -0.98], [-2.46, 2.00, -1.30], [-1.53, 2.58, -0.45], [-1.25, 1.98, 0.79], [-1.88, 0.80, 1.11], [-2.78, 0.22, 0.23], [-3.36, -1.38, 0.82], [-3.56, -1.29, 2.24], [-4.46, -1.89, 0.05], [-1.94, -2.51, 0.57], [-1.40, -2.39, -0.85], [-0.42, -1.23, -1.03], [-0.61, -0.33, -1.82], [0.66, -1.32, -0.24], [1.71, -0.31, -0.23], [2.63, -0.48, -1.45], [3.44, -1.77, -1.36], [4.26, -1.79, -0.07], [3.35, -1.65, 1.15], [2.51, -0.36, 1.07], [1.62, -0.21, 2.30], [-0.32, 2.52, 1.63], [-0.11, 3.91, 1.49], [-0.03, 4.41, 0.05], [0.64, 5.36, -0.28], [-0.82, 3.72, -0.81], [-4.60, -0.61, -1.55], [-3.45, -0.17, -2.83], [-4.72, 0.97, -2.36], [-2.66, 2.47, -2.25], [-1.68, 0.32, 2.06], [-2.35, -3.50, 0.77], [-1.22, -2.25, 1.33], [-2.24, -2.25, -1.53], [-0.89, -3.32, -1.13], [0.82, -2.15, 0.30], [1.20, 0.66, -0.32], [2.02, -0.47, -2.35], [3.31, 0.38, -1.49], [4.10, -1.85, -2.22], [2.77, -2.63, -1.38], [4.82, -2.72, 0.00], [4.97, -0.96, -0.08], [3.95, -1.62, 2.06], [2.69, -2.52, 1.22], [3.20, 0.48, 1.04], [1.03, 0.70, 2.23], [0.94, -1.05, 2.41], [2.23, -0.15, 3.20], [0.82, 4.14, 2.01], [-0.93, 4.47, 1.98], [-0.87, 4.03, -1.77]], "e_lumo_ev": 0.4, "smiles": "Cc1cc2c(cc1S(=O)(=O)CCC(=O)N[C@@H]1CCCC[C@@H]1C)OCC(=O)N2"}

=====

{"formula": "C6H13N", "method": "ωB97M-V with the def2-TZVPD basis set", "species": ["C", "C", "C", "C", "C", "C", "N", "H", "H", "H", "H", "H", "H", "H", "H", "H", "H", "H", "H", "H"], "positions_angstrom": [[0.18, -0.16, -0.04], [-0.25, 1.12, 0.22], [0.20, -1.20, 1.03], [0.79, -0.53, -1.36], [1.79, 1.49, 0.70], [-2.18, -0.14, -0.53], [-2.61, -1.28, -0.19], [-3.59, -1.47, -0.44], [-2.82, 0.58, -1.08], [-0.72, 1.35, 1.17], [-0.34, 1.84, -0.58], [1.10, -1.82, 0.98], [-0.68, -1.84, 0.84], [0.09, -0.78, 2.02], [0.26, -1.41, -1.75], [1.84, -0.82, -1.23], [0.72, 0.28, -2.08], [2.37, 0.66, 1.09], [1.60, 2.24, 1.46], [2.23, 1.90, -0.21]], "e_lumo_ev": [0.9, 0.9]}

=====

{"formula": "C8H17N2OS", "method": "ωB97M-V with the def2-TZVPD basis set", "species": ["C", "C", "C", "C", "C", "C", "C", "C", "N", "N", "O", "S", "H", "H", "H", "H", "H", "H", "H", "H", "H", "H", "H", "H", "H", "H", "H", "H", "H"], "positions_angstrom": [[-1.21, 0.15, -1.29], [-1.36, 1.29, -0.68], [1.05, 1.72, 1.02], [-1.54, -0.25, -2.66], [-1.92, 2.58, -1.19], [2.75, -1.22, 1.48], [0.07, -1.85, -0.40], [0.64, -2.21, 0.94], [-0.97, 0.66, 2.21], [-0.66, -0.65, -0.23], [1.34, -1.06, 1.32], [-0.50, 0.73, 0.79], [1.73, 1.85, 0.20], [1.54, 1.44, 1.96], [-2.27, 0.44, -3.09], [-1.94, -1.21, -2.62], [-0.72, -0.28, -3.36], [-2.93, 2.75, -0.91], [-1.94, 2.54, -2.21], [-1.28, 3.40, -0.67], [3.08, -1.20, 2.49], [3.22, -0.37, 1.11], [3.16, -1.99, 0.94], [-0.47, -2.70, -0.76], [0.99, -1.87, -1.08], [-0.11, -2.37, 1.68], [1.28, -3.13, 1.19], [-1.73, 0.08, 2.56], [0.70, 2.70, 1.23]], "e_lumo_ev": -3.1, "charge": 1}